{
  "formula": "C8H5Cl2NO4",
  "method": "wB97M-V/def2-TZVPD",
  "symbols": ["C", "C", "C", "C", "C", "C", "C", "C", "N", "O", "O", "O", "O", "Cl", "Cl", "H", "H", "H", "H", "H"],
  "xyz": [[2.98858, 0.03659, 0.08085], [2.08026, 0.16067, 1.04234], [2.53894, -0.06744, -1.21719], [0.74684, 0.40230, 0.80583], [1.21848, 0.08818, -1.60371], [0.33668, 0.43407, -0.52872], [-3.08807, 1.48290, -0.69594], [-1.96362, 0.79450, -0.17796], [-1.68268, -3.12748, 1.62507], [-1.84735, -3.08466, 2.79454], [-4.16866, 1.66508, -0.19242], [-2.04572, -2.59969, 0.63223], [-0.90842, 0.70571, -0.95002], [-2.66196, 2.33156, -2.14582], [-2.24901, 0.00914, 1.40665], [4.08858, -0.31529, 0.24166], [2.38516, 0.42248, 2.05650], [3.21001, -0.19796, -2.03173], [0.07066, 0.69619, 1.49980], [0.95130, 0.16315, -2.64196]],
  "lowdin_charge": [-0.112, -0.106, -0.093, -0.028, 0.037, -0.232, -0.871, -0.580, -0.223, 0.101, 0.025, 0.029, -0.030, 0.755, 0.809, 0.149, 0.121, 0.097, 0.033, 0.119],
  "fmax_ev_per_a": 4.65,
  "e_above_lowest_kj_mol": 476.8,
  "e_tot_ha": -1583.7372
}

***

{
  "formula": "C7H6BrCl",
  "method": "wB97M-V/def2-TZVPD",
  "symbols": ["C", "C", "C", "C", "C", "C", "C", "Cl", "Br", "H", "H", "H", "H", "H", "H"],
  "xyz": [[0.53176, 1.32470, -0.23180], [-0.68817, 1.74775, 0.41732], [0.98448, 0.05134, -0.43439], [0.49219, -1.99323, 0.89272], [0.89590, -1.58575, 2.20558], [-1.54347, 1.01985, 1.07271], [0.34330, -1.20407, -0.19666], [2.11437, -0.51009, 2.16855], [-3.24004, 1.61392, 1.74355], [1.07168, 2.16395, -0.63285], [-0.76361, 2.91669, 0.54270], [1.98936, -0.27672, -0.74316], [0.12352, -2.94181, 0.82785], [-1.56331, -0.03897, 1.07595], [-0.16679, -1.61188, -1.08491]],
  "lowdin_charge": [-0.113, -0.222, -0.167, -0.266, -0.490, -0.577, -0.125, 0.741, 0.650, 0.096, 0.143, 0.123, 0.056, 0.019, 0.134],
  "fmax_ev_per_a": 3.82,
  "e_above_lowest_kj_mol": 578.3,
  "e_tot_ha": -3304.3285
}

***

{
  "formula": "C4H9ClN2S",
  "method": "wB97M-V/def2-TZVPD",
  "symbols": ["C", "C", "C", "C", "N", "N", "S", "Cl", "H", "H", "H", "H", "H", "H", "H", "H", "H"],
  "xyz": [[-0.64829, -0.92600, -0.64669], [0.53865, 1.15528, -0.97058], [0.43580, -1.70471, 0.20766], [2.22973, 0.11705, 0.44425], [-0.49977, 0.54988, -0.41015], [-1.27756, 1.16963, 0.59120], [2.11118, -1.47213, -0.33076], [3.72628, 0.86121, 0.13802], [-0.28187, -1.02054, -1.64165], [-1.61024, -1.30433, -0.45320], [0.67512, 2.22485, -0.64365], [1.13706, 0.57278, -1.62633], [0.45093, -1.43824, 1.24650], [0.25118, -2.87611, 0.16168], [2.20188, 0.06249, 1.55082], [-0.99460, 2.11668, 0.61936], [-0.98092, 0.90270, 1.58180]],
  "lowdin_charge": [-0.147, 0.037, -0.504, -1.089, -0.294, 0.078, 0.742, 0.481, 0.091, 0.098, 0.118, 0.052, 0.045, 0.114, 0.004, 0.054, 0.120],
  "fmax_ev_per_a": 4.36,
  "e_above_lowest_kj_mol": 383.6,
  "e_tot_ha": -1125.5279
}

***

{
  "formula": "F4H3NP2Si",
  "method": "wB97M-V/def2-TZVPD",
  "symbols": ["F", "F", "F", "F", "N", "P", "P", "Si", "H", "H", "H"],
  "xyz": [[-0.64363, 1.55592, -2.37057], [-0.18000, -0.79114, -2.29894], [1.71142, 1.22026, 0.48220], [0.08919, 1.16590, 2.17666], [-0.63054, 0.42198, -0.24415], [0.33427, 0.51757, -1.70522], [0.22681, 1.67485, 0.70676], [-0.34062, -1.12496, 0.69889], [1.10218, -1.39294, 0.58480], [-0.94331, -2.18887, -0.14624], [-0.72576, -1.05856, 2.11583]],
  "lowdin_charge": [-0.250, -0.237, -0.327, -0.289, -0.543, 0.642, 0.666, 0.538, -0.070, -0.068, -0.063],
  "fmax_ev_per_a": 3.25,
  "e_above_lowest_kj_mol": 0.0,
  "e_tot_ha": -1428.3555
}

***

{
  "formula": "C26H44NO5",
  "method": "wB97M-V/def2-TZVPD",
  "symbols": ["C", "C", "C", "C", "C", "C", "C", "C", "C", "O", "C", "O", "O", "C", "O", "C", "C", "C", "C", "C", "C", "H", "H", "H", "H", "H", "H", "H", "H", "H", "H", "H", "H", "H", "H", "H", "H", "H", "H", "H", "H", "H", "H", "H", "H", "H", "H", "C", "C", "C", "C", "C", "C", "N", "O", "C", "C", "C", "H", "H", "H", "H", "H", "H", "H", "H", "H", "H", "H", "H", "H", "H", "H", "H", "H", "H"],
  "xyz": [[3.53395, -1.21652, -1.26491], [3.18612, -0.42756, -2.51942], [3.46329, 1.07622, -2.37496], [2.28404, 1.82271, -1.75372], [1.14460, 2.09057, -2.75637], [-0.23676, 2.01703, -2.10884], [-1.32613, 2.78782, -2.85667], [-2.55363, 3.05060, -1.97335], [-3.89546, 2.95105, -2.68705], [-3.89992, 1.91800, -3.68830], [-4.80814, 0.94522, -3.49267], [-4.88340, 0.25716, -2.51295], [-5.57150, 0.81977, -4.59464], [-6.85600, 0.26180, -4.40653], [-7.71982, 1.28924, -3.99842], [-8.55973, 0.98814, -2.94172], [-9.92275, 0.92834, -3.17492], [-10.77704, 0.63836, -2.12483], [-10.28065, 0.40110, -0.85496], [-8.91379, 0.47192, -0.62834], [-8.05354, 0.77391, -1.67184], [2.92162, -0.92190, -0.40687], [4.59059, -1.11105, -1.01166], [3.34853, -2.28256, -1.42231], [2.14463, -0.60284, -2.80085], [3.79209, -0.81935, -3.34004], [3.74889, 1.49842, -3.33964], [4.33844, 1.18114, -1.72424], [2.61461, 2.77165, -1.32654], [1.89279, 1.21040, -0.93300], [1.23472, 1.36356, -3.56729], [1.31230, 3.07595, -3.19703], [-0.52189, 0.96180, -2.04569], [-0.16088, 2.37691, -1.07705], [-0.89595, 3.73159, -3.19841], [-1.59882, 2.21264, -3.73993], [-2.53521, 2.37826, -1.11232], [-2.47295, 4.06182, -1.56737], [-4.12002, 3.88729, -3.20050], [-4.69710, 2.79227, -1.96536], [-6.84726, -0.55442, -3.68463], [-7.16118, -0.10956, -5.38388], [-10.31236, 1.12078, -4.16484], [-11.84596, 0.59840, -2.28338], [-10.94982, 0.17986, -0.03495], [-8.49548, 0.29281, 0.35284], [-6.98710, 0.84134, -1.50150], [5.89956, -0.97310, 5.31306], [4.92230, -0.59093, 4.17663], [3.45502, -0.65796, 4.64228], [2.87880, -2.06061, 4.79923], [3.10068, -2.90269, 3.54990], [4.57500, -2.99993, 3.12970], [5.03825, -1.54979, 3.00042], [4.81217, -1.05999, 1.93179], [5.39514, -3.78777, 4.15899], [4.72671, -3.70218, 1.78765], [5.26236, 0.81848, 3.71272], [6.74915, -1.54979, 4.94968], [6.30666, -0.07164, 5.76185], [5.41731, -1.54191, 6.10513], [2.84272, -0.10105, 3.92638], [3.41057, -0.11750, 5.58748], [3.30135, -2.55564, 5.67557], [1.80778, -1.97846, 4.98553], [2.75225, -3.92410, 3.69972], [2.52246, -2.48683, 2.71804], [6.45743, -3.76844, 3.91646], [5.06593, -4.82372, 4.12962], [5.26979, -3.44292, 5.18037], [4.10248, -3.26375, 1.01015], [4.42608, -4.73886, 1.91574], [5.76343, -3.68785, 1.45055], [6.26675, 0.86723, 3.29060], [5.22352, 1.47165, 4.58054], [4.55736, 1.19998, 2.97605]],
  "lowdin_charge": [-0.135, -0.261, -0.223, -0.219, -0.211, -0.222, -0.195, -0.164, -0.148, 0.018, -0.558, 0.142, 0.088, -0.168, -0.004, -0.276, -0.004, -0.082, -0.094, -0.075, -0.013, 0.060, 0.066, 0.069, 0.106, 0.108, 0.112, 0.102, 0.109, 0.098, 0.109, 0.112, 0.120, 0.110, 0.112, 0.112, 0.111, 0.117, 0.131, 0.128, 0.143, 0.146, 0.120, 0.105, 0.101, 0.104, 0.105, -0.001, -0.427, -0.103, -0.150, -0.102, -0.436, 0.051, 0.212, -0.009, -0.007, -0.017, 0.093, 0.097, 0.087, 0.137, 0.144, 0.115, 0.132, 0.144, 0.139, 0.104, 0.107, 0.070, 0.081, 0.108, 0.108, 0.108, 0.106, 0.094],
  "total_charge": 1,
  "fmax_ev_per_a": 3.72,
  "e_tot_ha": -1447.7236
}

***

{
  "formula": "C23H29N3O4",
  "method": "wB97M-V/def2-TZVPD",
  "symbols": ["C", "H", "O", "C", "C", "C", "C", "C", "C", "O", "C", "C", "C", "N", "C", "O", "C", "H", "H", "H", "C", "H", "C", "H", "H", "H", "H", "H", "H", "H", "H", "H", "H", "C", "O", "N", "H", "C", "C", "H", "H", "H", "H", "C", "C", "N", "C", "C", "C", "C", "H", "H", "H", "H", "H", "H", "H", "H", "H"],
  "xyz": [[3.70046, 0.60963, 0.08474], [3.40085, -0.33313, 0.37396], [2.41247, 1.46542, 0.32098], [1.37331, 1.19674, -0.60423], [1.28027, 0.25640, -1.67088], [0.31555, -0.16448, -2.38164], [-0.66348, 0.64643, -2.28769], [-0.96799, 1.70225, -1.33834], [0.15620, 1.91304, -0.52616], [0.11400, 3.07523, 0.35211], [0.74180, 2.91706, 1.68973], [0.23789, 4.29583, 2.19898], [-1.14867, 4.51716, 2.49271], [-1.37478, 3.17046, 3.57939], [-1.78627, 3.45970, 4.73872], [-1.69538, 4.48972, 5.22433], [-1.74252, 2.31560, 5.60387], [-2.02674, 2.51644, 6.63067], [-1.03718, 1.64454, 5.84157], [-2.55324, 1.47974, 5.32541], [-1.12550, 1.95308, 2.80397], [-1.52041, 1.69568, 1.97843], [0.44714, 1.82846, 2.60500], [1.18482, 1.87875, 3.47300], [0.38687, 0.91625, 2.04955], [-1.33187, 1.17468, 3.58612], [-1.65464, 4.38662, 1.61735], [-1.50411, 5.18450, 3.29051], [1.09046, 4.52793, 3.09426], [0.59970, 5.26324, 1.56621], [1.79063, 3.05719, 1.48451], [-1.79742, 2.38976, -1.27670], [-1.74084, 0.51967, -2.77563], [0.33341, -1.29699, -3.28725], [1.39355, -1.80908, -3.63477], [-0.94946, -2.03250, -3.33985], [-1.86507, -1.56736, -3.01636], [-0.73173, -3.34571, -3.91967], [-2.08090, -3.43554, -5.03443], [-2.99899, -3.35842, -4.56782], [-1.73912, -2.61702, -5.80769], [-1.90923, -4.59804, -5.43075], [0.05862, -3.51388, -4.57113], [-1.09422, -4.20961, -2.96746], [-0.27335, -4.05948, -1.82303], [-0.57109, -2.89245, -0.81241], [0.35866, -2.55567, 0.06211], [1.64820, -3.00461, 0.17601], [1.83195, -4.15779, -0.71801], [1.10435, -4.68322, -1.77237], [1.28957, -5.26678, -2.45182], [2.89342, -4.56100, -0.69319], [2.10045, -2.73540, 1.08087], [0.03307, -1.84689, 0.77714], [-2.06526, -4.02870, -2.38184], [-0.91076, -5.36156, -3.05408], [2.16115, -0.52617, -1.74033], [4.41085, 0.92015, 0.68879], [4.01054, 0.59411, -0.90545]],
  "lowdin_charge": [0.070, 0.055, -0.098, -0.136, 0.003, -0.291, -0.066, 0.056, -0.151, -0.056, -0.349, -0.189, -0.005, 0.034, -0.715, 0.120, -0.021, 0.087, 0.035, 0.134, -0.085, 0.051, -0.082, 0.167, 0.098, 0.121, 0.081, 0.114, 0.178, 0.162, 0.124, 0.119, 0.149, -0.331, 0.075, 0.076, 0.177, -0.366, -0.014, 0.010, 0.099, 0.121, 0.130, -0.281, -0.122, 0.125, -0.242, -0.048, -0.059, 0.025, 0.011, 0.112, 0.079, 0.088, 0.166, 0.180, 0.164, 0.039, 0.074],
  "fmax_ev_per_a": 14.96,
  "e_above_lowest_kj_mol": 1674.2,
  "e_tot_ha": -1358.5016,
  "smiles": "COc1cc(C(=O)N[C@H](C)Cc2ccccn2)ccc1OC1CCN(C(C)=O)CC1"
}

***

{
  "formula": "C2H4N4",
  "method": "wB97M-V/def2-TZVPD",
  "symbols": ["N", "C", "N", "C", "N", "N", "H", "H", "H", "H"],
  "xyz": [[0.21871, 0.80682, -1.56026], [-0.28895, 0.17136, -0.38423], [0.04340, 0.70187, 0.91406], [0.06783, -0.34196, 1.64457], [-0.04154, -1.58373, 0.92129], [-0.16938, -1.29091, -0.28777], [0.46868, 0.14286, -2.28293], [0.97703, 1.44735, -1.37550], [0.10762, -0.35119, 2.72800], [-1.38342, 0.29751, -0.31723]],
  "lowdin_charge": [0.074, -0.499, 0.116, -0.187, 0.028, 0.060, 0.074, 0.074, 0.105, 0.156],
  "fmax_ev_per_a": 0.51,
  "e_above_lowest_kj_mol": 186.1,
  "e_tot_ha": -297.5734,
  "smiles": "N[C@@H]1N=CN=N1"
}

***

{
  "formula": "C4H6HoO3",
  "method": "wB97M-V/def2-TZVPD",
  "symbols": ["H", "C", "C", "H", "H", "O", "O", "Ho", "C", "C", "O", "H", "H", "H"],
  "xyz": [[0.98866, -1.71908, 0.77889], [0.86343, -0.72046, 1.22063], [-0.31344, -0.02800, 0.87936], [-1.25946, -0.42548, 1.26600], [0.21015, -0.10243, 2.26416], [2.16851, -0.17163, 1.28943], [2.45074, 0.26042, 2.63411], [2.93195, 2.40738, 2.08121], [-1.81800, 0.13306, -1.77227], [-0.72296, 0.22123, -0.98402], [-1.82949, 0.16442, -3.17587], [-2.84688, 0.14579, -1.39321], [0.21598, 0.11203, -1.56230], [-1.03919, -0.27723, -3.52613]],
  "lowdin_charge": [0.088, -0.430, -0.238, 0.013, 0.154, -0.426, -0.671, 0.810, -0.320, -0.062, -0.111, 0.080, 0.041, 0.072],
  "total_charge": -1,
  "spin_multiplicity": 5,
  "fmax_ev_per_a": 4.30,
  "e_tot_ha": -1329.4115,
  "s2": 6.0063
}